1.
{
  "formula": "C3H4AgO3",
  "method": "the ωB97M-V functional and the def2-TZVPD basis",
  "de_lowest_kcal_mol": 106.8,
  "multiplicity": 2,
  "gap_ev": [5.9, 7.8],
  "homo_ev": [-6.41, -8.38],
  "fmax_ev_per_a": 4.2,
  "species": ["O", "C", "C", "O", "Ag", "H", "H", "H", "C", "O", "H"],
  "positions_angstrom": [[-1.929, 1.637, 0.019], [-2.338, 0.349, -0.086], [-1.277, -0.677, -0.357], [-0.024, -0.316, -0.341], [0.196, 1.925, 0.462], [-3.092, 0.167, -0.898], [-2.863, -0.044, 0.831], [-1.486, -1.756, -0.256], [1.470, -0.739, 0.587], [2.523, -0.526, -0.116], [3.314, -0.932, 0.279]]
}

***

2.
{
  "formula": "C3H4AgO4",
  "method": "the ωB97M-V functional and the def2-TZVPD basis",
  "de_lowest_kcal_mol": 33.9,
  "multiplicity": 2,
  "gap_ev": [4.8, 8.0],
  "homo_ev": [-5.82, -9.06],
  "fmax_ev_per_a": 3.9,
  "species": ["O", "C", "C", "O", "C", "O", "O", "H", "H", "H", "Ag", "H"],
  "positions_angstrom": [[2.131, 0.662, -1.129], [1.052, 1.295, -1.557], [-0.284, 0.736, -1.301], [-0.308, 0.186, 0.083], [-1.471, -0.193, 0.591], [-2.552, 0.125, 0.165], [-1.242, -1.084, 1.548], [-0.587, 1.907, -1.313], [-0.629, -0.085, -1.945], [-1.824, -1.845, 1.430], [2.044, -0.497, 0.444], [1.188, 2.139, -2.253]]
}

***

3.
{
  "formula": "C3H4BeLiO3",
  "method": "the ωB97M-V functional and the def2-TZVPD basis",
  "de_lowest_kcal_mol": 21.6,
  "multiplicity": 2,
  "gap_ev": [7.7, 11.9],
  "charge": 2,
  "homo_ev": [-16.46, -21.07],
  "fmax_ev_per_a": 3.7,
  "species": ["O", "C", "C", "Be", "Li", "H", "H", "H", "H", "O", "C", "O"],
  "positions_angstrom": [[-0.963, 0.144, 0.332], [0.034, 1.181, 0.406], [1.330, 0.514, -0.035], [-2.408, 0.353, 0.707], [-1.373, -3.005, -1.797], [0.086, 1.537, 1.439], [-0.128, 1.851, -0.493], [2.063, 0.463, 0.778], [1.817, 0.999, -0.886], [0.903, -0.919, -0.270], [-0.330, -1.093, 0.069], [-1.030, -2.024, -0.249]]
}

***

4.
{
  "formula": "C3H4BeO4",
  "method": "the ωB97M-V functional and the def2-TZVPD basis",
  "de_lowest_kcal_mol": 0.0,
  "multiplicity": 2,
  "gap_ev": [10.8, 7.6],
  "charge": 1,
  "homo_ev": [-16.17, -16.44],
  "fmax_ev_per_a": 4.1,
  "species": ["O", "C", "C", "O", "O", "C", "H", "H", "H", "O", "H", "Be"],
  "positions_angstrom": [[1.902, 0.409, -0.061], [1.293, 1.573, 0.122], [1.036, -0.695, 0.210], [1.483, 2.559, -0.520], [0.083, 1.339, 0.737], [-0.239, -0.012, 0.609], [1.449, -1.281, 1.045], [0.966, -1.327, -0.685], [-0.952, -0.367, 1.362], [-2.456, -0.880, -1.275], [-3.109, -1.301, -0.715], [-1.455, -0.019, -0.829]]
}

***

5.
{
  "formula": "C3H4Br2N2O3",
  "method": "the ωB97M-V functional and the def2-TZVPD basis",
  "de_lowest_kcal_mol": 42.6,
  "gap_ev": 8.8,
  "homo_ev": -9.48,
  "smiles": "[O-]/[N+](O)=C\\C(Br)Br.N=C=O",
  "fmax_ev_per_a": 3.0,
  "species": ["C", "C", "C", "N", "N", "O", "O", "O", "Br", "Br", "H", "H", "H", "H"],
  "positions_angstrom": [[-0.421, -1.652, -1.018], [0.954, 0.183, -0.036], [2.254, -0.259, -0.491], [-0.295, -2.517, -0.195], [0.310, 1.212, -0.420], [-0.668, -0.823, -1.822], [-0.927, 1.456, 0.306], [0.569, 1.967, -1.296], [3.669, 1.311, -0.082], [2.896, -1.821, 0.463], [0.424, -0.404, 0.665], [2.375, -0.250, -1.632], [-1.207, 2.391, 0.107], [0.220, -2.822, 0.605]]
}

***

6.
{
  "formula": "C3H4BrClO",
  "method": "the ωB97M-V functional and the def2-TZVPD basis",
  "de_lowest_kcal_mol": 24.0,
  "gap_ev": 10.3,
  "homo_ev": -9.93,
  "smiles": "O=C[C@@H](Br)CCl",
  "fmax_ev_per_a": 4.2,
  "species": ["C", "C", "C", "O", "Cl", "Br", "H", "H", "H", "H"],
  "positions_angstrom": [[-1.408, -0.703, 0.388], [0.723, 0.615, -0.693], [0.263, -0.126, 0.571], [-2.024, -0.662, -0.654], [0.134, 2.357, -0.689], [1.120, -1.855, 0.570], [-1.677, -1.155, 1.330], [1.798, 0.746, -0.552], [0.686, 0.247, -1.731], [0.385, 0.535, 1.461]]
}

***

Number 1: E_tot -489.1338 Ha. Number 2: E_tot -564.4973 Ha. Number 3: E_tot -364.0350 Ha. Number 4: E_tot -432.1092 Ha. Number 5: E_tot -5599.8229 Ha. Number 6: E_tot -3226.1108 Ha.